Entry from the OMol25 dataset: a 2-piece molecular cluster, C3H8O3 overall in a non-equilibrium geometry (ωB97M-V with the def2-TZVPD basis set).

Each line ends with the Löwdin charge.
Atoms and positions in Å:
O (-1.576, -0.380, 1.069)  -0.087
O (2.803, -0.636, 1.316)  0.084
O (2.475, 0.429, -0.698)  0.084
C (2.245, 0.242, 0.454)  -0.403
C (-1.561, 0.451, -0.096)  -0.308
C (-0.745, -0.182, -1.227)  -0.082
H (2.649, -0.306, 2.214)  0.115
H (-0.882, 0.318, -2.183)  0.078
H (-1.014, 1.346, 0.196)  0.101
H (-1.077, -1.220, -1.375)  0.077
H (-2.575, 0.656, -0.440)  0.109
H (0.301, -0.322, -0.967)  0.034
H (1.253, 0.601, 0.791)  0.126
H (-2.295, -0.996, 0.946)  0.073

Summary:
electronic energy: -344.79467 a.u.
SMILES: O=CO.CCO
F_max: 2.6 eV/A
energy relative to the best compared isomer or geometry (same formula, charge and spin): 1.461 eV
highest occupied orbital energy: -10.477 eV
frontier orbital gap: 11.11 eV
LUMO energy: 0.6366 eV